Entry P
C66H165N11 | the ωB97M-V functional and the def2-TZVPD basis

Structure (ORCA input):
```
! wB97M-V def2-TZVPD RIJCOSX def2/J DEFGRID3
* xyz 0 1
C 1.0884 -3.4930 5.4198
C -0.2807 -4.0720 5.3735
N -0.3645 -5.2464 4.4141
C 0.2341 -6.4155 5.0473
C 0.5870 -7.5254 4.0546
C -1.7797 -5.5157 4.0594
C -2.2006 -4.5537 2.9939
H 1.8396 -4.2153 5.7005
H 1.1130 -2.6815 6.1383
H 1.3070 -3.0838 4.4263
H -0.6115 -4.3206 6.4069
H -1.0369 -3.4133 4.9391
H 1.1737 -6.1218 5.5122
H -0.4184 -6.8147 5.8906
H -0.1630 -7.7388 3.2896
H 1.5590 -7.3425 3.5813
H 0.7040 -8.4576 4.6252
H -2.4226 -5.3730 4.9497
H -1.9290 -6.5483 3.7537
H -2.0959 -3.4995 3.2430
H -3.2504 -4.6881 2.7073
H -1.6341 -4.7053 2.0647
C -2.6637 1.7035 -0.8159
C -1.1811 1.3837 -0.9357
N -0.7313 0.4940 0.1247
C -1.1359 -0.8856 -0.1138
C -0.8385 -1.7789 1.1153
C 0.7157 0.6972 0.3854
C 1.6747 0.2221 -0.6762
H -2.9584 2.4693 -1.5447
H -2.8166 2.0445 0.2107
H -3.2516 0.8046 -0.9884
H -1.0108 0.9560 -1.9541
H -0.6235 2.3252 -0.9146
H -2.2252 -0.8516 -0.2189
H -0.7265 -1.3870 -1.0327
H -1.3013 -1.2293 1.9475
H -1.3387 -2.7469 0.9851
H 0.2395 -1.9130 1.2954
H 0.9010 0.1966 1.3536
H 0.8144 1.7826 0.5920
H 1.7404 -0.8728 -0.7005
H 2.7001 0.5753 -0.5713
H 1.3192 0.5520 -1.6505
C 3.2340 -0.3073 3.5901
C 2.6419 0.8748 4.4303
N 1.5104 0.5459 5.1936
C 0.4215 0.0755 4.2915
C -0.8267 -0.2914 5.0250
C 1.0799 1.5393 6.1596
C 0.5192 2.8133 5.5615
H 2.6516 -0.5298 2.6864
H 3.2900 -1.1861 4.2354
H 4.2499 -0.0261 3.3153
H 3.3143 1.2018 5.2098
H 2.5323 1.7403 3.7533
H 0.0958 0.8498 3.5575
H 0.7997 -0.7830 3.7165
H -0.6444 -1.0085 5.8227
H -1.3657 0.5460 5.4645
H -1.5314 -0.7287 4.3208
H 1.9714 1.6642 6.7622
H 0.3489 1.0499 6.8133
H 0.2663 3.4858 6.3918
H -0.3695 2.6702 4.9426
H 1.3332 3.2964 5.0181
C 1.4025 3.5808 -2.8214
C 0.2287 4.5620 -2.8608
N -0.8983 4.0646 -3.5856
C -0.6153 3.8733 -4.9768
C -1.6873 3.1179 -5.8042
C -2.1703 4.7270 -3.3160
C -2.3608 6.1258 -3.9164
H 1.0531 2.5667 -2.5521
H 2.1364 3.9033 -2.0818
H 1.9189 3.4844 -3.7811
H -0.1017 4.7636 -1.8268
H 0.6002 5.5290 -3.2644
H -0.3408 4.7990 -5.5286
H 0.2849 3.2532 -4.9865
H -1.1812 2.8172 -6.7227
H -1.9332 2.2329 -5.2078
H -2.5569 3.7165 -6.0389
H -2.2405 4.8770 -2.2354
H -2.9913 4.0673 -3.6052
H -1.6412 6.8635 -3.5618
H -3.2982 6.5422 -3.5787
H -2.4088 6.2322 -5.0068
C 0.0012 -0.4716 -6.5377
C 0.9928 -0.1987 -5.4107
N 1.4717 -1.4591 -4.7952
C 0.4666 -1.9798 -3.8716
C 0.7441 -3.3858 -3.2877
C 2.7622 -1.3919 -4.1588
C 3.8952 -1.1748 -5.1463
H -0.2463 0.4269 -7.0987
H -0.9463 -0.8856 -6.1482
H 0.4471 -1.1955 -7.2270
H 1.8719 0.3176 -5.7599
H 0.4367 0.4700 -4.7214
H 0.3429 -1.3450 -2.9670
H -0.5095 -2.0221 -4.3517
H 1.5560 -3.3333 -2.5469
H -0.1335 -3.6326 -2.7032
H 0.9198 -4.2434 -3.9371
H 2.9358 -2.3426 -3.6436
H 2.8414 -0.5665 -3.3944
H 3.9672 -1.9390 -5.9125
H 4.8274 -1.0642 -4.5957
H 3.7431 -0.2184 -5.6435
C -7.3583 1.3465 -3.9766
C -5.8640 0.9669 -3.7653
N -5.6344 -0.4957 -3.7812
C -5.7531 -0.9598 -5.1549
C -6.0830 -2.4665 -5.2719
C -4.4304 -0.8700 -3.0570
C -3.0798 -0.3763 -3.5987
H -8.0367 0.9034 -3.2437
H -7.7678 1.1735 -4.9743
H -7.3432 2.4375 -3.8355
H -5.2588 1.4967 -4.5346
H -5.5506 1.3791 -2.7976
H -6.5493 -0.3597 -5.5946
H -4.8618 -0.7332 -5.7701
H -7.0421 -2.6810 -4.8161
H -6.1127 -2.6154 -6.3666
H -5.2694 -3.0961 -4.8956
H -4.3604 -1.9646 -2.9527
H -4.5222 -0.4614 -2.0480
H -2.9993 -0.5591 -4.6821
H -2.2877 -0.9247 -3.0854
H -2.9124 0.6942 -3.4794
C 5.6756 -4.2936 -3.6757
C 5.3083 -3.8512 -2.2547
N 5.5918 -2.4288 -2.0070
C 4.6842 -1.8526 -1.0806
C 4.8038 -2.2556 0.3257
C 6.9908 -2.2384 -1.6480
C 7.4931 -0.8264 -1.5450
H 6.7558 -4.4202 -3.8162
H 5.2598 -3.6387 -4.4361
H 5.2217 -5.2699 -3.8278
H 4.2392 -3.9692 -2.0089
H 5.8825 -4.4822 -1.5481
H 4.6964 -0.7758 -1.2307
H 3.7330 -2.1700 -1.5339
H 3.9750 -1.9348 0.9695
H 4.8508 -3.3534 0.4287
H 5.7000 -1.8351 0.7891
H 7.5743 -2.8677 -2.3311
H 7.1385 -2.6853 -0.6452
H 7.3599 -0.2641 -2.4734
H 8.5630 -0.8455 -1.2967
H 6.9737 -0.3090 -0.7369
C -5.0739 5.6872 2.5132
C -3.6970 5.9667 1.9173
N -2.6120 5.6060 2.8113
C -1.3371 5.5594 2.0843
C -1.2803 4.3211 1.2480
C -2.5546 6.4800 4.0213
C -1.7878 5.9203 5.1858
H -5.3942 6.2784 3.3871
H -5.1161 4.6220 2.7541
H -5.8142 5.8629 1.7386
H -3.5919 5.2872 1.0608
H -3.5976 7.0081 1.5047
H -1.2228 6.4659 1.4537
H -0.5621 5.6610 2.8528
H -1.5876 3.4182 1.7917
H -1.8736 4.4711 0.3494
H -0.2680 4.1686 0.8345
H -3.5948 6.5432 4.3387
H -2.2715 7.5160 3.7438
H -0.7332 5.7315 4.9545
H -2.2282 4.9990 5.6086
H -1.8263 6.7309 5.9176
C -0.9661 -5.7196 -0.7059
C 0.1564 -6.4541 0.0221
N 1.4761 -5.9713 -0.3137
C 1.7002 -4.6072 0.1568
C 1.8838 -4.4607 1.6873
C 2.4983 -6.8799 0.1373
C 3.8863 -6.4139 -0.2872
H -1.0720 -4.6696 -0.4316
H -1.9223 -6.2355 -0.5503
H -0.6859 -5.7788 -1.7717
H -0.0317 -6.3756 1.1135
H 0.1534 -7.5144 -0.2206
H 2.5955 -4.2682 -0.3545
H 0.9401 -3.8833 -0.1362
H 2.7666 -4.9968 2.0362
H 2.0123 -3.3881 1.8706
H 0.9999 -4.8038 2.2114
H 2.2843 -7.8533 -0.3228
H 2.4828 -7.0681 1.2438
H 3.9616 -6.1294 -1.3349
H 4.5709 -7.2294 -0.0606
H 4.2228 -5.5711 0.3326
C 5.2175 2.1974 -2.7202
C 5.1836 3.5149 -1.8774
N 4.3775 3.4694 -0.7208
C 4.1805 4.8042 -0.1397
C 3.0663 4.8628 0.8759
C 4.7672 2.4139 0.2644
C 6.1484 2.5098 0.8721
H 4.1969 1.8437 -2.8967
H 5.8184 1.4210 -2.2588
H 5.6538 2.4343 -3.6713
H 6.2281 3.8183 -1.6387
H 4.7668 4.3216 -2.4736
H 5.1068 5.1172 0.3764
H 4.0828 5.4932 -0.9885
H 3.2807 4.3496 1.8115
H 2.9281 5.9118 1.1137
H 2.1627 4.4456 0.4382
H 4.6648 1.4784 -0.2934
H 3.9457 2.4105 0.9952
H 6.2522 1.6229 1.5075
H 6.3307 3.4318 1.4349
H 6.8495 2.4050 0.0632
C -4.7392 -1.1711 1.3447
C -4.1158 -0.1225 2.3044
N -5.1092 0.6538 3.0034
C -4.5966 1.2045 4.2411
C -3.4629 2.1998 4.1085
C -5.7236 1.6152 2.1043
C -6.9728 2.2686 2.6900
H -3.9220 -1.8716 1.1418
H -5.0546 -0.7381 0.3887
H -5.5617 -1.6814 1.8458
H -3.5064 -0.6303 3.0601
H -3.4281 0.5506 1.7591
H -5.4052 1.6488 4.8311
H -4.2372 0.3554 4.8483
H -3.7384 3.1061 3.5820
H -3.0789 2.4569 5.1000
H -2.6578 1.7336 3.5306
H -6.0510 0.9887 1.2655
H -5.0688 2.4216 1.6529
H -7.3756 2.8814 1.8890
H -6.8401 2.8305 3.6055
H -7.6751 1.4508 2.8741
*
```

Properties
SMILES   CCN(CC)CC.CCN(CC)CC.CCN(CC)CC.CCN(CC)CC.CCN(CC)CC.CCN(CC)CC.CCN(CC)CC.CCN(CC)CC.CCN(CC)CC.CCN(CC)CC.CCN(CC)CC
Frontier orbital gap   8.80 eV
M   1113.12 g mol⁻¹
E_HOMO   -0.2991 Ha

=====

Entry Q
C66H165N11 | the ωB97M-V functional and the def2-TZVPD basis

Structure (ORCA input):
```
! wB97M-V def2-TZVPD RIJCOSX def2/J DEFGRID3
* xyz 0 1
C -2.7419 4.0245 6.0620
C -1.5677 4.9569 5.7636
N -1.7544 6.3364 6.2570
C -2.9222 7.0320 5.6824
C -3.0373 8.5577 6.0059
C -0.4820 7.1605 6.2567
C -0.0361 7.6183 4.8827
H -3.1683 4.0663 7.0643
H -2.4636 2.9786 5.9326
H -3.5866 4.1317 5.3815
H -0.6591 4.4819 6.1336
H -1.3400 4.8859 4.7000
H -3.0250 6.9757 4.5987
H -3.7344 6.4668 6.1395
H -2.1901 9.1820 5.7219
H -3.9760 8.9410 5.6059
H -3.1339 8.6566 7.0871
H 0.3058 6.5586 6.7097
H -0.6711 7.9622 6.9706
H -0.1470 6.9081 4.0633
H 1.0525 7.5972 4.8322
H -0.4295 8.5967 4.6069
C 3.8730 1.0508 0.9652
C 2.6748 1.0879 0.0579
N 1.4272 0.7622 0.7943
C 1.5656 -0.5954 1.3758
C 0.2799 -1.1893 1.8077
C 0.7933 1.7809 1.5890
C 0.4978 2.9632 0.7714
H 3.7743 1.5862 1.9095
H 4.6461 1.6320 0.4626
H 4.2232 0.0251 1.0801
H 2.5907 2.0481 -0.4512
H 2.8497 0.4247 -0.7892
H 2.0271 -1.3159 0.7004
H 2.1845 -0.5825 2.2729
H -0.2160 -0.6202 2.5940
H -0.4341 -1.2046 0.9842
H 0.4990 -2.1964 2.1625
H 1.4355 2.0242 2.4355
H -0.1459 1.4011 1.9911
H -0.2789 3.5406 1.2728
H 0.2450 2.7156 -0.2596
H 1.2815 3.7128 0.8808
C 2.8262 -3.0112 6.4376
C 4.3139 -3.2281 6.0083
N 4.5745 -4.5667 5.4484
C 4.3481 -5.6916 6.4263
C 5.1924 -5.5812 7.6918
C 5.9466 -4.7598 4.9258
C 5.9263 -4.1175 3.5583
H 2.4923 -1.9844 6.5870
H 2.5012 -3.5384 7.3346
H 2.1542 -3.3437 5.6464
H 4.5131 -2.4629 5.2580
H 4.8871 -2.9802 6.9017
H 3.2791 -5.6671 6.6378
H 4.5018 -6.6782 5.9893
H 4.8592 -6.4247 8.2964
H 6.2795 -5.5602 7.6161
H 4.8873 -4.7016 8.2587
H 6.3418 -5.7636 4.7696
H 6.5987 -4.2185 5.6112
H 6.5325 -3.2116 3.5555
H 4.9310 -3.8878 3.1780
H 6.4341 -4.8330 2.9115
C -0.3298 10.7453 -4.4738
C -0.5891 9.2832 -4.0377
N -1.8200 8.9610 -3.3185
C -2.2305 9.9099 -2.2892
C -1.2719 10.0124 -1.0074
C -1.8400 7.5343 -2.9407
C -1.8129 6.5010 -4.1249
H 0.0324 11.3766 -3.6624
H -1.2951 11.0853 -4.8490
H 0.4174 10.9413 -5.2428
H -0.4620 8.7169 -4.9603
H 0.2425 9.0659 -3.3674
H -3.2775 9.8295 -1.9970
H -2.1940 10.8918 -2.7610
H -1.3401 9.2411 -0.2402
H -1.3167 10.9185 -0.4031
H -0.2215 10.0526 -1.2956
H -0.9195 7.4564 -2.3622
H -2.6085 7.3181 -2.1986
H -2.0209 5.5117 -3.7173
H -2.6379 6.7042 -4.8077
H -0.9486 6.5824 -4.7839
C 1.6819 -9.7156 -1.2499
C 2.8911 -9.0864 -0.6152
N 3.0618 -7.6486 -0.6160
C 2.9825 -7.0872 -2.0003
C 4.2947 -7.4707 -2.7284
C 2.2011 -6.9422 0.3115
C 2.2161 -7.4443 1.7755
H 0.9546 -9.8410 -0.4477
H 1.8292 -10.7896 -1.3635
H 1.3125 -9.2340 -2.1553
H 2.9116 -9.5248 0.3826
H 3.8672 -9.4168 -0.9704
H 2.0758 -7.5194 -2.4237
H 3.0554 -6.0031 -1.9147
H 4.3840 -6.7959 -3.5798
H 5.2772 -7.4666 -2.2564
H 4.3375 -8.4860 -3.1227
H 1.1683 -6.9984 -0.0325
H 2.4661 -5.8855 0.2778
H 3.2661 -7.4035 2.0652
H 1.8032 -8.4399 1.9382
H 1.5123 -6.7962 2.2977
C -8.2019 -1.5931 6.8772
C -7.2216 -0.6117 6.2333
N -7.1465 -0.7507 4.7338
C -6.4272 -1.9296 4.2766
C -5.0848 -2.1871 4.9369
C -8.3613 -0.5276 3.9664
C -9.0562 0.8267 4.3677
H -8.0676 -2.6367 6.5928
H -9.2227 -1.4048 6.5447
H -8.2172 -1.4770 7.9609
H -7.3696 0.4545 6.4047
H -6.2399 -0.7041 6.6979
H -7.0341 -2.7908 4.5559
H -6.2811 -1.9600 3.1969
H -5.2135 -2.6158 5.9307
H -4.4849 -2.8389 4.3017
H -4.4638 -1.2939 4.8687
H -9.0796 -1.3260 4.1528
H -8.1808 -0.5622 2.8920
H -9.5287 0.7165 5.3438
H -9.8124 1.0866 3.6270
H -8.2656 1.5770 4.3710
C 0.5705 -1.2227 -4.9652
C 0.1526 -1.8027 -6.3362
N 0.5121 -3.2078 -6.6601
C 0.0936 -3.4736 -8.0088
C 0.4733 -4.9325 -8.3820
C 0.3470 -4.2477 -5.5839
C -1.0510 -4.5046 -5.1687
H 1.6265 -1.3926 -4.7550
H 0.0318 -1.6578 -4.1235
H 0.2899 -0.1695 -4.9754
H -0.9231 -1.6816 -6.4641
H 0.5774 -1.2414 -7.1684
H -0.9940 -3.4512 -8.0773
H 0.5824 -2.8364 -8.7458
H 1.5583 -5.0336 -8.3558
H -0.1310 -5.7056 -7.9074
H 0.2767 -4.9673 -9.4536
H 1.0573 -3.9229 -4.8237
H 0.9282 -5.1195 -5.8842
H -1.5632 -3.5742 -4.9239
H -1.0621 -5.1082 -4.2611
H -1.5480 -5.0021 -6.0016
C 5.0362 9.9137 1.9513
C 6.0618 9.7107 0.8642
N 6.4463 8.2880 0.7080
C 7.0546 7.6796 1.9402
C 7.8174 6.3929 1.6733
C 5.2895 7.4542 0.2428
C 4.8086 7.6266 -1.1460
H 5.4525 9.8746 2.9580
H 4.3100 9.1049 2.0311
H 4.4487 10.8246 1.8363
H 5.6226 10.0222 -0.0835
H 6.8783 10.3921 1.1032
H 6.4156 7.5964 2.8193
H 7.7939 8.4613 2.1149
H 8.5690 6.3139 2.4587
H 8.3249 6.3214 0.7113
H 7.2342 5.4761 1.7597
H 5.5585 6.4027 0.1421
H 4.3909 7.5217 0.8559
H 3.9095 7.0614 -1.3916
H 4.3972 8.5970 -1.4237
H 5.4759 7.2861 -1.9378
C -8.6005 1.3373 -1.7890
C -7.9916 2.7425 -1.5205
N -6.9495 2.7092 -0.5030
C -6.4634 4.0581 -0.2423
C -5.7233 4.0302 1.1052
C -5.9614 1.6060 -0.4472
C -4.7883 1.6719 -1.4556
H -7.9080 0.7177 -2.3587
H -9.4613 1.4414 -2.4495
H -8.9220 0.8375 -0.8752
H -7.7226 3.0734 -2.5236
H -8.8206 3.2991 -1.0833
H -5.8082 4.4096 -1.0393
H -7.2283 4.8073 -0.0377
H -4.8428 3.3878 1.0973
H -5.3002 5.0236 1.2546
H -6.4293 3.8165 1.9077
H -6.4125 0.6248 -0.5951
H -5.5917 1.5982 0.5781
H -5.0044 1.4743 -2.5055
H -4.0437 0.9054 -1.2410
H -4.1832 2.5634 -1.2907
C 9.6132 -4.9367 -8.6520
C 8.9804 -3.6359 -8.2893
N 7.6818 -3.6561 -7.5340
C 7.3706 -2.3492 -6.8796
C 6.2018 -2.2698 -5.8364
C 6.6797 -4.2552 -8.3267
C 6.0832 -3.2301 -9.3684
H 9.2427 -5.2272 -9.6350
H 9.4167 -5.7408 -7.9428
H 10.6935 -4.8130 -8.7279
H 9.6944 -3.2111 -7.5837
H 8.7350 -2.9970 -9.1377
H 8.2244 -2.2081 -6.2170
H 7.2840 -1.5336 -7.5975
H 6.3482 -1.4167 -5.1740
H 5.1619 -2.2253 -6.1601
H 6.2289 -3.0874 -5.1161
H 5.8574 -4.5108 -7.6585
H 7.0675 -5.1401 -8.8313
H 5.3819 -3.7567 -10.0156
H 6.8651 -2.7897 -9.9872
H 5.5702 -2.4966 -8.7465
C -5.4583 -4.4703 -0.8097
C -5.6591 -5.9789 -0.9617
N -6.0643 -6.8229 0.1816
C -6.5492 -8.1503 -0.3149
C -7.1317 -9.0150 0.7975
C -5.0325 -6.7865 1.2067
C -3.6000 -7.1082 0.8024
H -5.1025 -4.0826 -1.7642
H -4.5796 -4.3877 -0.1699
H -6.2880 -3.8980 -0.3948
H -6.5183 -5.9126 -1.6292
H -4.8510 -6.4301 -1.5374
H -7.4452 -8.0721 -0.9307
H -5.7445 -8.5742 -0.9156
H -7.5809 -9.9410 0.4388
H -6.3929 -9.2373 1.5675
H -7.9822 -8.4686 1.2052
H -5.3913 -7.2351 2.1330
H -5.0268 -5.7453 1.5291
H -3.1121 -6.2100 0.4240
H -3.4328 -7.9118 0.0851
H -2.9354 -7.2842 1.6482
*
```

Properties
SMILES   CCN(CC)CC.CCN(CC)CC.CCN(CC)CC.CCN(CC)CC.CCN(CC)CC.CCN(CC)CC.CCN(CC)CC.CCN(CC)CC.CCN(CC)CC.CCN(CC)CC.CCN(CC)CC
Frontier orbital gap   8.09 eV
M   1113.12 g mol⁻¹
E_HOMO   -0.2922 Ha

=====

Which is most stable, and by how much? entry P, by 185.2 kcal/mol.